2 unconnected molecules or ions with the total composition C4H14NO in a non-equilibrium geometry, computed with the ωB97M-V functional and the def2-TZVPD basis.

## Properties
charge	+1
total energy	-7905.66874	eV
spin multiplicity	1
Kohn-Sham gap	11.04	eV

Last column: Löwdin charge in e.
Cartesian coordinates (Å):
C1 -0.04715 0.92319 -0.26850  0.0222
C2 -0.18851 -1.47540 0.03624  -0.0220
C3 -0.56602 -0.09403 1.93651  -0.0096
C4 -2.28706 -0.15570 0.13909  0.0138
N1 -0.81231 -0.19473 0.46364  -0.4200
H1 1.03566 0.72100 -0.21133  0.1133
H2 -0.22537 1.97116 0.02581  0.1220
H3 -0.37515 0.79051 -1.31321  0.1101
H4 -0.12865 -1.48627 -1.06507  0.1179
H5 -0.82744 -2.31337 0.36213  0.1210
H6 0.82478 -1.62591 0.44515  0.1207
H7 -1.07996 0.76684 2.39628  0.1201
H8 0.51563 -0.00382 2.13268  0.1180
H9 -0.93397 -1.01859 2.41232  0.1177
H10 -2.90543 -0.87570 0.70108  0.1207
H11 -2.43130 -0.33487 -0.93965  0.1171
H12 -2.63274 0.86470 0.37555  0.1178
O1 4.12751 1.51000 -2.52069  -0.0926
H13 5.04330 1.43341 -2.87242  0.0558
H14 3.89418 0.59757 -2.23559  0.0361

---

A molecular structure, C68H56Cl4HgN8O3PS in a non-equilibrium geometry, computed with the ωB97M-V functional and the def2-TZVPD basis.

## Properties
total energy	-163875.55254	eV
expectation value of S²	0.78
spin multiplicity	2
Kohn-Sham gap (alpha / beta)	5.10 / 7.86	eV

Last column: Löwdin charge in e.
Cartesian coordinates (Å):
Hg1 0.22603 0.59551 -1.08080  1.1250
O1 -6.22135 -1.90402 -3.72690  -0.0348
N1 -5.48351 -2.77832 -3.21977  -0.3806
O2 -5.85439 -3.96329 -3.11130  -0.0210
C1 -4.21840 -2.42962 -2.74244  -0.1234
C2 -3.42219 -3.45033 -2.20237  0.0277
C3 -2.14786 -3.19498 -1.68843  -0.1645
C4 -1.26517 -4.22473 -1.25561  -0.0059
C5 -0.01480 -3.90752 -0.81019  -0.0600
C6 0.36614 -2.56158 -0.72565  -0.1634
N2 -0.44127 -1.58027 -1.10148  0.0147
C7 -1.65050 -1.87058 -1.62377  -0.1695
C8 -2.43838 -0.81790 -2.24426  -0.2048
N3 -1.85456 0.37557 -2.29635  0.0086
C9 -2.42522 1.38493 -2.93037  -0.1537
C10 -3.65209 1.23185 -3.55768  -0.0476
C11 -4.29247 0.00637 -3.50322  0.0170
C12 -3.69775 -1.08069 -2.83161  -0.0520
H1 -3.80524 -4.45943 -2.22184  0.1143
H2 -1.59566 -5.25457 -1.32478  0.1213
H3 0.68966 -4.67268 -0.51075  0.1119
H4 1.33528 -2.28066 -0.33054  0.1015
H5 -1.88738 2.32893 -2.92652  0.1107
H6 -4.10240 2.06420 -4.08280  0.1044
H7 -5.24214 -0.14246 -3.98704  0.0959
C13 4.33285 0.99686 -5.03148  -0.0247
C14 3.59591 1.46362 -6.26013  -0.2154
C15 4.26624 2.17933 -7.25002  -0.0482
C16 3.64766 2.54562 -8.43497  -0.0848
C17 2.32305 2.19372 -8.65476  -0.0850
C18 1.62608 1.50945 -7.67392  -0.0179
C19 2.24611 1.15122 -6.47810  -0.2211
N4 1.50394 0.41824 -5.52290  0.1406
C20 1.32443 0.74250 -4.17908  -0.3632
N5 1.59942 2.05511 -3.91243  0.1431
C21 1.58421 2.85823 -2.75137  -0.2290
C22 1.15207 2.42711 -1.50635  -0.2632
C23 1.18571 3.33153 -0.44524  -0.1771
C24 1.63359 4.63195 -0.59458  -0.0962
C25 2.05165 5.05132 -1.85078  -0.0613
C26 2.03636 4.18676 -2.93518  -0.2122
C27 2.47563 4.70281 -4.28630  -0.0428
N6 0.92506 -0.09890 -3.29471  0.0626
C28 0.57622 -1.40466 -3.70970  -0.2682
C29 -0.69197 -1.62842 -4.25458  -0.0482
C30 -1.10051 -2.90092 -4.62126  -0.0713
C31 -0.23772 -3.97460 -4.44498  -0.0818
C32 1.02339 -3.75250 -3.91307  -0.0547
C33 1.45480 -2.47959 -3.54352  -0.2255
C34 2.84830 -2.28185 -3.00281  -0.0574
H8 5.39605 0.89647 -5.24884  0.0831
H9 3.95475 0.02993 -4.69603  0.0709
H10 4.22679 1.69111 -4.19301  0.0786
H11 5.31050 2.42714 -7.09210  0.1130
H12 4.20212 3.08713 -9.19117  0.1026
H13 1.83067 2.45943 -9.58187  0.1037
H14 0.58497 1.24495 -7.82050  0.1165
H15 0.97460 -0.37445 -5.84576  0.1403
H16 1.84272 2.56668 -4.74154  0.0940
H17 0.84298 3.00631 0.53017  0.0490
H18 1.64187 5.31406 0.24827  0.0974
H19 2.39085 6.07059 -1.99958  0.1059
H20 2.77874 5.74521 -4.20282  0.0773
H21 1.66693 4.66012 -5.02480  0.0898
H22 3.32606 4.14940 -4.69422  0.0746
H23 -1.36301 -0.78307 -4.37064  0.1136
H24 -2.09115 -3.05190 -5.03408  0.1145
H25 -0.54682 -4.97653 -4.71432  0.1059
H26 1.70266 -4.58846 -3.77692  0.1162
H27 3.03487 -2.94041 -2.15158  0.0769
H28 3.00257 -1.25454 -2.67853  -0.0076
H29 3.59306 -2.51737 -3.76712  0.0848
Cl1 3.86468 0.14013 -0.72240  0.7155
C35 4.56949 0.20957 0.86547  -0.6398
C36 5.94896 0.09804 0.96072  -0.1095
C37 6.55265 0.13136 2.20581  -0.0764
C38 5.78148 0.28917 3.34875  -0.0745
C39 4.40576 0.40626 3.23941  -0.0919
C40 3.76626 0.36138 1.99903  -0.3889
P1 1.92518 0.42353 1.86756  1.0769
C41 1.56020 1.49736 3.31238  -0.4061
C42 0.83322 1.09380 4.42769  -0.0951
C43 0.52290 2.00792 5.43040  -0.1216
C44 0.94331 3.32455 5.33135  -0.0771
C45 1.67686 3.73436 4.22064  -0.0718
C46 1.97681 2.82861 3.21632  -0.1087
C47 1.45650 -1.25070 2.46794  -0.3721
C48 0.09561 -1.57669 2.43933  -0.1259
C49 -0.33807 -2.85830 2.73745  -0.0815
C50 0.58522 -3.85242 3.02799  -0.0843
C51 1.93758 -3.54682 3.05466  -0.0765
C52 2.37207 -2.25287 2.78921  -0.0733
H30 6.53892 -0.01184 0.06016  0.1035
H31 7.62827 0.03298 2.28081  0.1071
H32 6.25091 0.32346 4.32408  0.1061
H33 3.80851 0.53959 4.13382  0.1126
H34 0.49002 0.06703 4.50954  0.1015
H35 -0.04194 1.68195 6.29658  0.0061
H36 0.69989 4.03308 6.11331  0.1041
H37 2.00897 4.76153 4.13725  0.1043
H38 2.54181 3.15256 2.34720  0.1035
H39 -0.63074 -0.82270 2.15086  0.0820
H40 -1.39458 -3.09611 2.69809  0.0949
H41 0.24992 -4.86489 3.21715  0.1047
H42 2.66342 -4.31670 3.28675  0.1035
H43 3.43178 -2.03806 2.81821  0.0973
Cl2 -6.78506 -3.09482 1.83451  0.7090
C53 -5.85437 -1.97022 2.74790  -0.6668
C54 -4.47797 -2.12558 2.83691  -0.0788
C55 -3.74690 -1.21944 3.58604  -0.0049
C56 -4.35573 -0.15168 4.23872  -0.1930
C57 -3.50098 0.86263 4.96194  -0.2990
C58 -3.16989 2.10531 4.12298  -0.0472
N7 -2.91961 1.89170 2.71078  -0.0589
C59 -3.88071 1.88398 1.72553  -0.0554
C60 -3.22386 1.60995 0.56364  -0.1210
N8 -1.87741 1.42990 0.81699  0.0531
C61 -1.75032 1.57993 2.11438  -0.1724
O3 -2.30445 0.24743 5.42165  -0.1146
C62 -2.39074 -0.05305 6.81396  -0.1581
C63 -1.32072 -0.99770 7.23507  -0.3116
C64 -0.17902 -0.65555 7.88855  -0.9487
Cl3 0.31557 0.91562 8.37477  0.7149
S1 0.78266 -2.01266 8.30588  1.0056
C65 -0.35135 -3.08234 7.59361  -0.4020
C66 -1.40719 -2.41503 7.06621  -0.1309
C67 -5.73285 -0.02578 4.12210  -0.5834
Cl4 -6.56215 1.30101 4.89505  0.7179
C68 -6.49108 -0.92404 3.39165  -0.1241
H44 -3.99456 -2.94886 2.32291  0.1057
H45 -2.67147 -1.32295 3.67366  0.1027
H46 -4.05279 1.24133 5.82370  0.1195
H47 -2.30437 2.59166 4.57258  0.1337
H48 -4.01901 2.78331 4.18294  0.1213
H49 -4.91562 2.10491 1.92940  0.1216
H50 -3.63954 1.54862 -0.42512  0.0868
H51 -0.82266 1.56074 2.66957  0.1005
H52 -3.35806 -0.52311 7.01735  0.1396
H53 -2.33528 0.87023 7.39724  0.1212
H54 -0.16741 -4.14603 7.60799  0.0702
H55 -2.24215 -2.89919 6.57423  0.1202
H56 -7.56444 -0.80982 3.32687  0.1083

---

> Which formula does entry 2 have?

C68H56Cl4HgN8O3PS

---

> Among the records above, which one has the lowest spin multiplicity?

C4H14NO

---

> Which value of spin multiplicity does entry 2 give?

2

---

> Which value of spin multiplicity does entry 2 give?

2